Version 1
This record from OMol25 describes one molecule with the formula C3H5NOS. The level of theory is wB97M-V/def2-TZVPD.

* orbital gap (spin up / spin down): 6.7910 / 6.8904 eV
* E_HOMO (spin up / spin down): -7.046 / -7.163 eV

```
11
Properties=species:S:1:pos:R:3:mulliken_charge:R:1
C 0.79349 0.37013 0.14245 0.26
C -2.02380 0.37938 0.19047 -0.50
C 2.01251 -0.26393 -0.19119 -0.65
N -0.96450 -1.56846 0.36333 -0.43
O -1.67036 -0.74653 -0.28206 -0.07
S -0.12386 1.59629 0.14082 -0.21
H -2.53185 0.85923 -0.67096 0.38
H -2.23955 0.55360 1.26477 0.42
H 2.81730 0.17918 0.45103 0.29
H 2.16631 0.01370 -1.29909 0.25
H 1.76432 -1.37259 -0.10958 0.25
```

=====

Version 2
This record from OMol25 describes one molecule with the formula C3H5NOS. The level of theory is wB97M-V/def2-TZVPD.

* orbital gap: 9.6124 eV
* structure (SMILES): C=CO/C=N\S
* E_HOMO: -8.717 eV

```
11
Properties=species:S:1:pos:R:3:mulliken_charge:R:1
C 1.05425 -0.01042 -1.98298 -0.71
C 0.11298 -0.35012 -1.03305 0.14
O 0.12049 0.13283 0.29506 -0.31
C -1.07957 -0.06054 0.86188 0.29
N -1.26166 0.08020 2.11931 -0.39
S -0.04136 0.41272 3.26768 -0.10
H 2.02893 0.47045 -1.84410 0.26
H 0.87203 -0.18346 -3.05897 0.23
H -0.84435 -0.80824 -1.31229 0.22
H -2.01215 -0.12273 0.16996 0.24
H 1.05042 0.43932 2.51750 0.13
```

=====

Version 3
This record from OMol25 describes one molecule with the formula C3H5NOS. The level of theory is wB97M-V/def2-TZVPD.

* orbital gap: 9.5816 eV
* structure (SMILES): CC1=NOCS1
* E_HOMO: -8.825 eV

```
11
Properties=species:S:1:pos:R:3:mulliken_charge:R:1
C -0.33304 -0.70625 -1.78997 -0.80
C -0.04243 -0.08330 -0.53591 0.43
N 0.78357 0.81466 -0.35560 -0.36
O 0.75552 1.38395 0.88208 -0.20
C 0.23502 0.53467 1.95380 -0.32
S -0.92880 -0.55839 1.09275 -0.19
H 0.48019 -1.37747 -2.03263 0.24
H -0.50403 0.06521 -2.51372 0.28
H -1.35903 -1.10745 -1.65753 0.32
H 1.01340 -0.13107 2.27491 0.25
H -0.10038 1.16544 2.68180 0.36
```

=====

Which structure is most stable, and how do the rest compare? From most to least stable: version 2, version 3, version 1.

=====

Version 1
This record from OMol25 describes one molecule with the formula C3H5NOS. The level of theory is wB97M-V/def2-TZVPD.

* orbital gap (spin up / spin down): 8.8084 / 8.8065 eV
* structure (SMILES): [O-][N+]1=CCCS1
* E_HOMO (spin up / spin down): -8.384 / -8.383 eV

```
11
Properties=species:S:1:pos:R:3:mulliken_charge:R:1
O -2.66467 -1.00723 0.15165 -0.60
N -1.52849 -0.50525 -0.04482 0.43
C -0.23138 -1.10407 -0.23076 -0.27
C 0.98052 -0.27683 -0.13747 -0.44
C 0.43195 1.24846 0.09181 -0.59
S -1.39822 1.33563 -0.21045 -0.08
H -0.31100 -2.18198 -0.02545 0.37
H 1.44742 -0.41642 0.82974 0.20
H 1.66941 -0.51101 -0.96549 0.30
H 0.65521 1.47270 1.13007 0.33
H 0.94926 1.94599 -0.58885 0.35
```

=====

Version 2
This record from OMol25 describes one molecule with the formula C3H5NOS. The level of theory is wB97M-V/def2-TZVPD.

* orbital gap: 8.6632 eV
* E_HOMO: -8.099 eV

```
11
Properties=species:S:1:pos:R:3:mulliken_charge:R:1
C -1.15402 -0.56720 0.30652 -0.11
C -1.38844 1.77378 -0.37063 -0.21
C 0.27085 -0.89781 0.59410 -0.81
N -1.38368 0.57740 -0.15351 -0.17
O 2.77443 -0.36874 0.01234 -0.53
S 1.57966 0.40058 0.00768 0.32
H -1.95479 -1.24414 0.34666 0.43
H -1.22652 2.37720 -1.25815 0.27
H 0.78467 -0.82465 1.59124 0.29
H 0.61133 -1.84596 0.31218 0.41
H 1.08652 0.61953 -1.38842 0.10
```

=====

Which structure is most stable, and how do the rest compare? From most to least stable: version 1, version 2.